# C4H5NO

C4H5NO in the gas phase (ωB97M-V with the def2-TZVPD basis set, the OMol25 dataset).

- HOMO-LUMO gap: 9.48 eV
- ΔE to the lowest compared entry with this formula, charge and spin: 4.761 eV
- F_max: 0.026 hartree/bohr
- Charge: 0
- LUMO energy: 0.45 eV
- SMILES: C#C/C(C)=N/O

CARTESIAN COORDINATES (ANGSTROEM)
C 2.335 -0.151 0.131
C 1.505 -0.178 -0.749
C 0.105 0.109 -0.473
C -0.732 -1.050 -0.026
N -0.193 1.345 -0.390
O -1.479 1.510 0.113
H 2.853 -0.054 1.051
H -1.402 -1.335 -0.838
H -0.099 -1.904 0.230
H -1.331 -0.763 0.841
H -1.563 2.470 0.110

natural (NBO) atomic charge list, values in e, 2 entries:
1. C -0.103
2. C -0.082


# C37H17F4I2N8O3ReS

A molecular structure, C37H17F4I2N8O3ReS (ωB97M-V with the def2-TZVPD basis set, the OMol25 dataset).

- HOMO-LUMO gap (alpha / beta): 4.78 / 5.03 eV
- ΔE to the lowest compared entry with this formula, charge and spin: 2.839 eV
- F_max: 0.054 hartree/bohr
- 2S+1: 4
- Charge: +1
- LUMO energy (alpha / beta): -5.49 / -5.57 eV

CARTESIAN COORDINATES (ANGSTROEM)
Re -0.816 -1.584 -0.792
O 0.712 -3.244 -0.380
N 1.824 -2.880 0.063
N 2.064 -1.629 -0.027
O 1.194 -0.812 -0.623
C 3.244 -1.087 0.432
C 4.938 -0.328 1.165
C 6.293 -0.145 0.610
C 6.523 0.710 -0.445
C 5.522 1.308 -1.189
C 4.111 1.032 -0.944
H 4.924 -0.017 2.218
H 7.108 -0.665 1.083
H 7.547 0.880 -0.743
H 5.774 1.896 -2.057
H 3.532 0.827 -1.837
C -3.237 1.791 2.338
C -2.687 2.030 0.931
C -2.653 3.523 0.616
C -2.164 4.186 -0.457
C -1.519 3.578 -1.578
C -0.889 4.068 -2.696
C -0.276 3.277 -3.733
C 0.080 1.944 -3.891
C 0.045 0.904 -2.921
S -0.198 -0.722 -3.212
C -1.449 2.119 -1.604
N -1.042 1.227 -0.590
H -4.283 2.086 2.369
H -2.691 2.353 3.088
H -3.170 0.737 2.594
H -3.063 4.130 1.411
H -2.247 5.263 -0.466
H -0.897 5.133 -2.877
H -0.106 3.867 -4.627
H 0.402 1.639 -4.877
I -0.687 -1.648 4.393
C -1.410 -3.119 3.087
C -1.901 -4.340 3.534
C -2.367 -5.281 2.642
I -3.104 -7.099 3.408
C -2.365 -5.034 1.246
C -2.802 -5.922 0.245
C -2.769 -5.542 -1.075
C -2.272 -4.281 -1.421
N -1.833 -3.439 -0.514
C -1.868 -3.782 0.802
C -1.374 -2.810 1.727
O -0.918 -1.683 1.298
H -1.904 -4.543 4.596
H -3.157 -6.903 0.519
H -3.121 -6.204 -1.848
H -2.230 -3.953 -2.452
F -2.312 1.559 -2.513
C -0.040 1.553 -1.571
C 1.238 2.095 -1.096
F 2.043 2.616 -2.046
C 1.812 1.759 0.106
C 1.134 1.416 1.299
C -0.227 1.529 1.631
F -0.489 1.579 2.945
C -1.252 1.570 0.721
C -3.630 1.280 -0.036
C -3.256 0.053 -0.414
N -2.596 -0.870 -0.774
C -4.765 1.952 -0.492
N -5.678 2.557 -0.838
F 1.928 1.090 2.333
C 3.310 1.673 0.203
C 3.818 0.256 0.310
N 4.228 -1.642 1.064
C 3.946 2.668 1.001
N 4.421 3.492 1.633

Mulliken atomic charge list, values in e, 2 entries:
1. Re 1.285
2. O -0.215


# C44H40N2RuS4Sb2

A molecular structure, C44H40N2RuS4Sb2 (ωB97M-V with the def2-TZVPD basis set, the OMol25 dataset).

- HOMO-LUMO gap: 6.02 eV
- ΔE to the lowest compared entry with this formula, charge and spin: 0.000 eV
- F_max: 0.044 hartree/bohr
- Charge: 0
- LUMO energy: -1.15 eV

CARTESIAN COORDINATES (ANGSTROEM)
Ru 0.664 0.816 -0.785
C -1.325 -1.677 1.099
C -1.949 -0.793 2.161
C -2.443 0.609 1.728
Sb -0.985 1.894 0.826
C -2.225 3.496 0.192
C -2.965 4.234 1.119
C -3.734 5.313 0.701
C -3.758 5.668 -0.643
C -3.018 4.946 -1.567
C -2.254 3.859 -1.152
C -0.258 2.878 2.564
C 0.499 4.041 2.407
C 1.026 4.691 3.515
C 0.805 4.187 4.792
C 0.030 3.049 4.961
C -0.500 2.400 3.849
Sb 1.022 -1.118 0.914
C 0.967 -1.627 3.023
C 0.924 -0.743 4.104
C 0.843 -1.217 5.409
C 0.815 -2.583 5.655
C 0.890 -3.475 4.592
C 0.960 -2.999 3.287
C 3.159 -1.373 1.119
C 3.764 -0.591 2.091
C 5.137 -0.675 2.286
C 5.904 -1.552 1.524
C 5.296 -2.344 0.560
C 3.922 -2.251 0.353
H -1.664 -1.511 0.086
H -1.302 -2.733 1.352
H -1.283 -0.695 3.018
H -2.812 -1.361 2.530
H -2.835 1.167 2.580
H -3.246 0.512 0.992
H -2.928 3.980 2.173
H -4.301 5.885 1.425
H -4.351 6.515 -0.967
H -3.023 5.230 -2.612
H -1.675 3.303 -1.880
H 0.676 4.442 1.418
H 1.619 5.588 3.382
H 1.235 4.685 5.653
H -0.156 2.660 5.955
H -1.112 1.517 4.000
H 0.962 0.325 3.935
H 0.802 -0.516 6.235
H 0.738 -2.953 6.670
H 0.892 -4.542 4.778
H 1.007 -3.711 2.465
H 3.181 0.098 2.687
H 5.607 -0.054 3.038
H 6.973 -1.613 1.682
H 5.887 -3.033 -0.031
H 3.458 -2.857 -0.415
S 2.636 1.516 -4.907
C 1.868 1.221 -3.464
S 2.189 -0.110 -2.410
S 0.658 2.228 -2.740
N 3.732 3.036 -1.954
C 3.783 2.203 -0.929
N 4.877 1.467 -0.751
S 2.524 2.157 0.264
H 4.363 2.922 -2.733
H 2.820 3.416 -2.174
H 5.570 1.383 -1.477
H 4.868 0.774 -0.018
C -0.645 -0.204 -1.681
C -1.184 -1.074 -2.435
C -1.744 -1.958 -3.246
C -2.541 -3.067 -2.635
C -3.480 -2.774 -1.649
C -4.191 -3.792 -1.028
C -3.959 -5.116 -1.380
C -3.014 -5.416 -2.351
C -2.311 -4.397 -2.980
C -1.490 -1.883 -4.710
C -2.157 -2.707 -5.618
C -1.880 -2.620 -6.975
C -0.938 -1.709 -7.435
C -0.285 -0.869 -6.540
C -0.564 -0.952 -5.188
H -3.667 -1.738 -1.393
H -4.923 -3.549 -0.269
H -4.506 -5.912 -0.890
H -2.816 -6.446 -2.617
H -1.547 -4.635 -3.710
H -2.908 -3.402 -5.269
H -2.397 -3.267 -7.671
H -0.710 -1.656 -8.492
H 0.448 -0.153 -6.887
H -0.047 -0.306 -4.487

Mulliken atomic charge list, values in e, 2 entries:
1. Ru -0.069
2. C -0.192


# C2F5NO3S

C2F5NO3S in the gas phase (ωB97M-V with the def2-TZVPD basis set, the OMol25 dataset).

- HOMO-LUMO gap (alpha / beta): 8.45 / 8.45 eV
- ΔE to the lowest compared entry with this formula, charge and spin: 2.532 eV
- F_max: 0.073 hartree/bohr
- Charge: 0
- LUMO energy (alpha / beta): -1.66 / -1.66 eV
- SMILES: O=NO[S@](=O)(F)=C(F)C(F)(F)F

CARTESIAN COORDINATES (ANGSTROEM)
O 1.203 2.742 -1.013
N 0.500 1.830 -1.054
O 1.170 0.503 -1.276
S 0.440 -0.844 -0.922
O 1.457 -1.814 -0.875
F -0.421 -0.985 -2.262
C -0.959 -0.282 0.021
F -1.780 -1.391 -0.223
C -0.485 -0.192 1.433
F -0.545 -1.389 2.082
F 0.790 0.317 1.681
F -1.220 0.612 2.114

natural (NBO) atomic charge list, values in e, 2 entries:
1. O -0.141
2. N 0.458


# C29H32Cl2F5N7O5Sc

A molecular structure, C29H32Cl2F5N7O5Sc (ωB97M-V with the def2-TZVPD basis set, the OMol25 dataset).

- HOMO-LUMO gap (alpha / beta): 6.66 / 6.83 eV
- ΔE to the lowest compared entry with this formula, charge and spin: 4.857 eV
- F_max: 0.006 hartree/bohr
- Charge: +1
- LUMO energy (alpha / beta): -3.37 / -3.20 eV

CARTESIAN COORDINATES (ANGSTROEM)
Sc -0.137 0.574 0.783
N -0.774 -1.704 3.769
C -2.207 -1.761 4.137
C -2.459 -0.915 5.387
C -2.133 0.556 5.148
N -0.636 0.684 5.044
C -2.882 1.135 3.939
C -3.193 0.223 2.727
N -2.415 0.593 1.512
C -3.120 -1.289 3.008
H -0.273 -2.471 4.203
H -0.316 -0.170 4.508
H -0.649 -1.800 2.763
H -2.493 -2.792 4.358
H -1.876 -1.291 6.232
H -3.510 -0.998 5.671
H -2.418 1.144 6.019
H -0.203 0.723 5.963
H -0.322 1.493 4.493
H -2.389 2.049 3.601
H -3.845 1.451 4.344
H -4.238 0.424 2.480
H -2.675 1.551 1.280
H -2.771 0.046 0.729
H -2.864 -1.815 2.088
H -4.125 -1.624 3.273
N 0.378 2.977 0.419
N 0.666 3.551 1.663
C 0.531 2.773 2.795
O 0.842 3.186 3.901
O 0.030 1.594 2.570
H 1.205 2.923 -0.171
H -0.318 3.535 -0.066
H 1.134 4.440 1.732
Cl 1.725 0.767 -6.510
C 1.884 -0.633 -5.492
C 1.632 -1.867 -6.070
C 1.805 -3.034 -5.349
C 2.244 -2.957 -4.039
C 2.472 -1.721 -3.468
Cl 3.030 -1.690 -1.810
C 2.290 -0.509 -4.155
N 2.579 0.690 -3.520
C 1.918 1.940 -3.760
C 2.717 3.035 -4.060
C 2.163 4.288 -4.266
C 0.788 4.451 -4.181
C -0.011 3.362 -3.871
C 0.535 2.102 -3.645
C -0.386 0.977 -3.231
C -0.318 0.796 -1.740
O -1.361 0.805 -1.016
O 0.800 0.671 -1.162
H 1.315 -1.895 -7.103
H 1.615 -3.994 -5.807
H 2.403 -3.848 -3.447
H 2.748 0.547 -2.535
H 3.783 2.877 -4.156
H 2.800 5.127 -4.512
H 0.338 5.418 -4.363
H -1.087 3.484 -3.808
H -0.111 0.026 -3.691
H -1.413 1.204 -3.507
F -2.001 -4.891 -1.718
C -1.837 -3.816 -0.933
C -2.520 -2.549 -1.152
F -3.322 -1.878 -0.316
C -1.078 -2.462 -1.287
F -0.459 -2.151 -2.439
C -0.369 -2.456 0.043
O -0.291 -1.400 0.847
C 0.309 -3.742 0.236
F 1.093 -4.407 -0.603
C -1.131 -3.871 0.368
F -1.758 -4.162 1.530
C 4.624 -0.391 1.651
C 3.239 -0.019 1.416
N 2.147 0.248 1.208
H 4.659 -1.370 2.126
H 5.103 0.343 2.296
H 5.149 -0.437 0.698

Mulliken atomic charge list, values in e, 2 entries:
1. Sc -0.210
2. N -0.399


# C11H12

C11H12 in the gas phase (ωB97M-V with the def2-TZVPD basis set, the OMol25 dataset).

- HOMO-LUMO gap: 8.91 eV
- ΔE to the lowest compared entry with this formula, charge and spin: 2.108 eV
- F_max: 0.079 hartree/bohr
- Charge: 0
- LUMO energy: 0.85 eV
- SMILES: C=C1C[C@@]1(C)c1ccccc1

CARTESIAN COORDINATES (ANGSTROEM)
C 2.338 -1.447 1.260
C 1.958 -0.745 0.216
C 1.823 -0.419 -1.193
C 0.938 0.534 -0.279
C 1.520 1.906 -0.019
C -0.484 0.196 -0.134
C -0.941 -1.048 -0.542
C -2.229 -1.442 -0.429
C -3.203 -0.482 -0.001
C -2.781 0.688 0.558
C -1.424 1.080 0.444
H 2.311 -1.023 2.326
H 2.601 -2.498 1.103
H 2.685 0.243 -1.267
H 1.253 -0.912 -1.987
H 2.728 1.805 0.073
H 1.238 2.405 0.910
H 1.382 2.578 -0.923
H -0.291 -1.841 -0.910
H -2.524 -2.433 -0.759
H -4.235 -0.709 0.236
H -3.528 1.486 0.619
H -1.136 2.078 0.697

natural (NBO) atomic charge list, values in e, 2 entries:
1. C -0.440
2. C 0.057


# C5H8N2S2

C5H8N2S2 in the gas phase (ωB97M-V with the def2-TZVPD basis set, the OMol25 dataset).

- HOMO-LUMO gap (alpha / beta): 8.30 / 8.30 eV
- ΔE to the lowest compared entry with this formula, charge and spin: 3.868 eV
- F_max: 0.113 hartree/bohr
- Charge: 0
- LUMO energy (alpha / beta): -0.20 / -0.20 eV

CARTESIAN COORDINATES (ANGSTROEM)
C 2.526 1.301 0.418
C 0.634 0.237 0.174
C -1.197 -0.030 -1.404
C -1.605 0.167 1.166
C -0.689 -0.320 0.024
N 1.237 1.229 0.497
N 2.112 -1.037 -0.313
S 3.259 -0.028 -0.304
S -0.647 -2.128 0.397
H 3.146 2.281 0.534
H -1.568 -1.108 -1.757
H -0.377 0.138 -2.110
H -1.969 0.628 -1.458
H -2.639 0.294 0.821
H -1.114 1.141 1.523
H -1.715 -0.637 1.855
H 0.605 -2.127 -0.063

natural (NBO) atomic charge list, values in e, 2 entries:
1. C -0.368
2. C 0.519


# C13H50F3HfN2O21S2

A molecular structure, C13H50F3HfN2O21S2 (ωB97M-V with the def2-TZVPD basis set, the OMol25 dataset).

- HOMO-LUMO gap (alpha / beta): 6.13 / 6.87 eV
- ΔE to the lowest compared entry with this formula, charge and spin: 0.500 eV
- F_max: 0.124 hartree/bohr
- 2S+1: 2
- Charge: 0
- LUMO energy (alpha / beta): -1.79 / -1.75 eV

CARTESIAN COORDINATES (ANGSTROEM)
Hf -3.804 -2.176 -1.686
S -1.130 -0.965 -0.761
O -1.929 -0.900 -1.967
O -2.142 -1.883 -0.172
O 0.179 -1.591 -0.943
O -1.030 0.306 -0.057
C -3.524 -4.250 2.522
F -3.738 -3.189 3.249
F -2.306 -4.253 1.962
F -3.630 -5.350 3.283
S -4.867 -4.408 1.107
O -4.744 -5.782 0.627
O -6.145 -4.176 1.780
O -4.536 -3.327 0.135
C -0.680 -1.644 3.300
O -1.081 -0.272 3.388
C -2.462 -0.046 3.238
C -2.705 1.391 2.867
N -2.394 2.302 3.930
C -3.330 2.328 5.099
C -3.025 3.399 6.105
O -1.742 3.256 6.765
C -1.523 4.341 7.609
H -1.119 -2.221 4.114
H 0.403 -1.696 3.414
H -1.025 -2.067 2.356
H -2.876 -0.356 4.198
H -2.947 -0.556 2.406
H -3.694 1.653 2.492
H -1.991 1.610 2.073
H -1.499 1.963 4.255
H -3.235 1.382 5.633
H -4.308 2.496 4.648
H -3.871 3.399 6.793
H -2.979 4.400 5.678
H -2.340 4.538 8.303
H -1.216 5.196 7.005
H -0.624 4.042 8.148
C 2.024 1.243 -2.044
O 3.217 1.045 -2.754
C 3.515 2.140 -3.614
C 4.147 1.616 -4.925
N 5.425 0.896 -4.668
C 6.474 1.807 -4.272
C 7.852 1.179 -4.444
O 7.937 0.072 -3.643
C 9.111 -0.645 -3.899
H 1.919 0.573 -1.191
H 1.110 1.264 -2.638
H 1.969 2.203 -1.531
H 4.217 2.811 -3.120
H 2.586 2.660 -3.848
H 4.277 2.407 -5.663
H 3.430 0.909 -5.343
H 5.237 0.222 -3.939
H 6.354 2.263 -3.289
H 6.494 2.675 -4.930
H 8.598 1.818 -3.972
H 8.131 1.078 -5.493
H 9.314 -1.506 -3.261
H 9.977 -0.011 -3.707
H 9.007 -1.174 -4.846
O -2.311 -4.191 -1.432
H -2.488 -5.127 -1.528
H -1.367 -4.140 -1.281
O -0.888 2.814 -0.693
H -1.360 3.271 0.004
H -0.878 1.898 -0.414
O -2.426 -2.584 -3.745
H -1.852 -1.905 -4.099
H -2.355 -3.308 -4.367
O 1.956 -1.614 1.188
H 1.422 -2.010 0.499
H 1.791 -0.674 1.109
O -4.568 -0.509 0.041
H -4.987 -0.492 0.901
H -4.186 0.364 -0.057
O -4.297 0.019 -2.576
H -4.768 0.361 -3.336
H -3.849 0.780 -2.208
O -3.404 1.850 -0.558
H -2.462 1.908 -0.717
H -3.698 2.760 -0.521
O 2.382 -1.709 -2.610
H 1.585 -1.555 -2.102
H 2.779 -0.843 -2.701
O 0.396 -4.150 -1.967
H 1.283 -4.310 -2.290
H 0.434 -3.272 -1.588
O 0.828 0.785 1.686
H 0.447 0.387 2.469
H 0.126 0.757 1.036

Mulliken atomic charge list, values in e, 2 entries:
1. Hf 1.060
2. S 0.959